C25H19ClO6 | ωB97M-V/def2-TZVPD

ORCA input file:
```
! RIJCOSX wB97M-V def2-TZVPD def2/J DEFGRID3
* xyz 0 1
O 0.60 1.11 -1.10
C 0.31 0.20 -0.36
C 1.31 -0.71 0.23
C 1.11 -1.19 1.46
C 2.02 -2.13 2.17
C 1.31 -3.52 2.31
C 0.85 -3.78 3.73
Cl -0.21 -5.23 3.78
C -0.12 -0.78 2.19
O -0.13 -0.64 3.39
C -1.31 -0.56 1.34
C -2.60 -0.85 1.79
C -3.67 -0.66 0.92
C -3.45 -0.16 -0.36
C -2.16 0.16 -0.80
C -1.09 -0.06 0.06
H 2.19 -0.95 -0.35
H 2.21 -1.74 3.17
H 2.94 -2.28 1.62
H 1.95 -4.31 1.94
H 0.43 -3.54 1.67
H 0.24 -2.96 4.08
H 1.67 -3.97 4.41
H -2.74 -1.23 2.79
H -4.67 -0.89 1.25
H -4.29 -0.03 -1.03
H -1.98 0.55 -1.79
C -3.18 -0.26 -7.34
C -3.50 -0.64 -6.10
C -2.71 -0.20 -4.93
O -3.00 -0.54 -3.80
C -1.54 0.68 -5.19
C -1.22 1.06 -6.42
C -2.01 0.61 -7.59
O -1.72 0.96 -8.72
H -3.74 -0.58 -8.21
H -4.35 -1.28 -5.89
H -0.97 0.99 -4.32
H -0.37 1.70 -6.63
C 4.04 3.88 3.87
C 4.39 2.65 3.52
C 3.51 1.80 2.67
O 3.83 0.68 2.36
C 2.22 2.39 2.23
C 1.87 3.62 2.59
C 2.75 4.47 3.43
O 2.43 5.59 3.75
H 4.67 4.51 4.48
H 5.33 2.20 3.82
H 1.59 1.77 1.61
H 0.93 4.07 2.28
*
```

## Properties
Relative energy (zero: lowest compared OMol25 entry of this formula, charge and spin) ... 0.0 kcal/mol
DFT total energy ... -1875.619218 Ha
Maximum force ... 0.014 hartree/bohr
SMILES ... O=C1C=C(CCCCl)C(=O)c2ccccc21.O=C1C=CC(=O)C=C1.O=C1C=CC(=O)C=C1
E_HOMO ... -0.358 Ha
Frontier orbital gap ... 8.08 eV

Atom charges from the Mulliken analysis, given in e for atoms 1 to 8: -0.597 0.012 -0.807 0.944 -1.115 -0.876 -0.385 -0.236